[1]
This record from the Open Molecules 2025 dataset describes a structure of composition C22H16N9OOsS. The level of theory is ωB97M-V with the def2-TZVPD basis set.

XYZ file:
```
50
C22H16N9OOsS ωB97M-V with the def2-TZVPD basis set
Os -0.359 -0.194 -0.435
N 0.131 -2.348 3.337
C 0.096 -1.513 2.304
S -1.216 -1.691 1.170
N 1.027 -0.574 2.247
N 0.905 0.195 1.150
C 1.636 1.256 1.055
C 1.428 2.081 -0.117
C 2.104 3.269 -0.344
C 1.823 3.992 -1.490
C 0.865 3.524 -2.382
C 0.216 2.343 -2.101
N 0.499 1.626 -1.000
H -0.501 -3.126 3.396
H 0.873 -2.263 4.012
H 2.345 1.509 1.832
H 2.837 3.611 0.372
H 2.345 4.919 -1.685
H 0.614 4.069 -3.280
H -0.546 1.944 -2.755
C -0.932 -1.554 -5.958
C -2.222 -1.648 -5.450
C -2.499 -1.232 -4.159
C -1.464 -0.738 -3.377
C -0.171 -0.645 -3.872
C 0.092 -1.047 -5.170
N -1.714 -0.277 -2.036
N -2.865 0.198 -1.862
C -3.041 0.806 -0.633
C -4.259 1.436 -0.360
C -4.382 2.143 0.815
C -3.300 2.220 1.698
C -2.104 1.575 1.433
C -1.952 0.850 0.250
H -0.723 -1.888 -6.965
H -3.016 -2.053 -6.062
H -3.498 -1.302 -3.753
H 0.634 -0.280 -3.246
H 1.097 -0.976 -5.562
H -5.065 1.370 -1.077
H -5.309 2.644 1.054
H -3.403 2.791 2.612
H -1.297 1.630 2.154
O 0.597 -1.830 -1.005
N 0.178 -2.761 -1.890
C 0.348 -3.941 -1.413
C 0.910 -4.223 -0.116
N 1.349 -4.460 0.918
C -0.032 -5.046 -2.256
N -0.352 -5.930 -2.912
```

Output
Kohn-Sham gap (spin up / spin down) (eV): 5.90 / 5.98
Charge: +1
HOMO energy (spin up / spin down) (Eh): -0.424 / -0.421

---

[2]
This record from the Open Molecules 2025 dataset describes a structure of composition C28H19BrClMgN6O4S in a non-equilibrium geometry. The level of theory is ωB97M-V with the def2-TZVPD basis set.

XYZ file:
```
61
C28H19BrClMgN6O4S ωB97M-V with the def2-TZVPD basis set
Mg 0.842 0.092 -0.879
N 0.366 3.660 -3.887
C 1.052 2.835 -3.025
S 2.224 1.804 -3.623
N 0.882 3.115 -1.749
N 1.097 2.263 -0.791
C 1.504 2.738 0.351
C 1.630 1.901 1.488
C 2.363 2.310 2.624
C 2.479 1.452 3.690
C 1.837 0.216 3.635
C 1.116 -0.095 2.496
N 1.025 0.701 1.446
H 0.350 3.361 -4.847
H -0.472 4.091 -3.528
H 1.783 3.790 0.423
H 2.854 3.273 2.628
H 3.050 1.731 4.565
H 1.896 -0.486 4.453
H 0.573 -1.029 2.426
Br 3.612 -0.148 -0.508
C 3.360 -1.830 0.395
C 4.491 -2.389 0.928
C 4.422 -3.622 1.584
C 3.223 -4.265 1.680
C 2.050 -3.695 1.151
C 0.821 -4.369 1.270
C -0.320 -3.801 0.779
C -0.271 -2.531 0.182
C 0.894 -1.815 0.017
C 2.082 -2.425 0.493
H 5.432 -1.868 0.847
H 5.318 -4.057 1.996
H 3.148 -5.223 2.174
H 0.803 -5.336 1.758
H -1.269 -4.318 0.868
H -1.211 -2.099 -0.145
O -2.936 -2.537 -4.396
C -3.663 -1.619 -3.816
O -4.833 -1.445 -4.085
C -3.008 -0.779 -2.769
C -3.698 0.047 -1.892
Cl -5.383 0.221 -1.830
N -2.796 0.652 -1.070
N -1.556 0.253 -1.405
C -1.650 -0.594 -2.407
C -0.397 -1.239 -2.949
O -0.526 -2.217 -3.707
O 0.673 -0.746 -2.569
C -2.956 1.553 0.002
C -4.165 2.154 0.341
C -4.218 3.039 1.407
C -3.083 3.345 2.137
C -1.878 2.753 1.793
C -1.818 1.863 0.740
H -1.929 -2.496 -4.134
H -5.062 1.950 -0.213
H -5.163 3.495 1.670
H -3.133 4.042 2.962
H -0.973 2.983 2.338
H -0.887 1.389 0.488
```

Output
Kohn-Sham gap (eV): 6.79
Charge: -1
HOMO energy (Eh): -0.171

---

[3]
This record from the Open Molecules 2025 dataset describes a cluster of 8 separate species, C37H58NO23S in total in a non-equilibrium geometry. The level of theory is ωB97M-V with the def2-TZVPD basis set.

XYZ file:
```
120
C37H58NO23S ωB97M-V with the def2-TZVPD basis set
C -4.345 -1.177 1.757
O -5.193 -0.096 2.096
C -5.911 0.406 0.995
C -7.245 1.057 1.415
C -7.936 0.197 2.464
C -9.417 0.540 2.664
C -10.132 0.571 1.304
C -11.574 0.073 1.294
C -11.702 -1.458 1.172
O -12.369 0.594 2.368
N -9.981 -0.588 3.490
C -9.687 -0.696 4.650
S -8.950 -1.162 6.008
H -3.335 -0.951 2.108
H -4.707 -2.082 2.253
H -4.314 -1.367 0.683
H -6.195 -0.411 0.318
H -5.354 1.131 0.392
H -7.070 2.071 1.779
H -7.809 1.150 0.483
H -7.874 -0.886 2.219
H -7.362 0.305 3.385
H -10.073 1.577 0.879
H -9.572 -0.079 0.591
H -12.025 0.466 0.369
H -10.781 -1.862 0.754
H -11.767 -1.876 2.178
H -12.581 -1.743 0.595
H -13.249 0.686 2.000
C 0.459 2.061 -0.095
C -0.520 0.925 0.070
C 0.091 -0.369 0.525
O -0.846 -1.333 0.014
C -1.423 -0.784 -1.084
O -2.115 -1.375 -1.850
O -1.094 0.528 -1.196
H 0.121 2.750 -0.870
H 0.574 2.613 0.837
H 1.445 1.694 -0.390
H -1.343 1.232 0.719
H 0.185 -0.446 1.605
H 1.065 -0.561 0.068
C 1.041 -3.082 4.916
C 1.772 -1.760 4.960
C 1.337 -0.816 6.052
O 1.699 0.458 5.498
C 1.646 0.333 4.145
O 1.716 1.238 3.379
O 1.498 -0.966 3.789
H 1.002 -3.464 3.897
H 1.542 -3.816 5.547
H 0.013 -2.984 5.269
H 2.851 -1.934 4.990
H 1.844 -0.989 6.998
H 0.257 -0.823 6.216
C 3.856 -0.808 -1.694
C 4.448 -1.129 -0.342
C 5.615 -2.082 -0.366
O 5.560 -2.647 0.957
C 4.261 -2.597 1.352
O 3.819 -3.129 2.318
O 3.525 -1.858 0.494
H 2.793 -0.584 -1.612
H 4.358 0.051 -2.138
H 3.959 -1.647 -2.384
H 4.697 -0.202 0.182
H 6.569 -1.591 -0.541
H 5.491 -2.892 -1.089
C 9.832 -0.637 0.447
C 10.150 -1.771 -0.503
C 11.322 -1.534 -1.421
O 11.012 -2.397 -2.523
C 9.660 -2.513 -2.572
O 9.056 -3.014 -3.462
O 9.093 -1.973 -1.460
H 8.768 -0.617 0.682
H 10.391 -0.747 1.375
H 10.088 0.332 0.015
H 10.265 -2.703 0.058
H 12.279 -1.798 -0.976
H 11.369 -0.508 -1.794
C -5.575 6.836 0.663
C -5.034 5.475 0.289
C -5.712 4.305 0.955
O -4.678 3.313 0.922
C -3.496 3.965 0.932
O -2.442 3.440 1.089
O -3.678 5.301 0.745
H -4.794 7.593 0.599
H -6.391 7.118 -0.002
H -5.958 6.848 1.684
H -5.027 5.362 -0.799
H -6.599 3.962 0.427
H -5.969 4.494 1.999
C 5.434 -5.958 -3.827
C 4.831 -5.090 -4.909
C 5.702 -4.865 -6.119
O 5.198 -3.619 -6.618
C 4.699 -2.937 -5.555
O 4.366 -1.800 -5.573
O 4.642 -3.738 -4.458
H 5.048 -5.677 -2.849
H 5.202 -7.008 -4.006
H 6.520 -5.856 -3.792
H 3.849 -5.479 -5.195
H 5.612 -5.649 -6.868
H 6.756 -4.730 -5.864
C 2.332 3.098 -4.585
C 2.515 3.904 -3.318
C 3.303 5.179 -3.474
O 3.818 5.370 -2.151
C 3.929 4.140 -1.584
O 4.483 3.917 -0.559
O 3.323 3.200 -2.356
H 2.246 2.036 -4.357
H 1.433 3.415 -5.113
H 3.178 3.219 -5.263
H 1.543 4.090 -2.853
H 2.696 6.027 -3.781
H 4.149 5.074 -4.158
```

Output
Kohn-Sham gap (eV): 3.04
Charge: -1
HOMO energy (Eh): -0.061

---

[4]
This record from the Open Molecules 2025 dataset describes the ion C2H4N3OS with charge +1 in a non-equilibrium geometry. The level of theory is ωB97M-V with the def2-TZVPD basis set.

XYZ file:
```
11
C2H4N3OS ωB97M-V with the def2-TZVPD basis set
C -1.165 0.391 -0.099
C 0.144 0.867 -0.072
N 1.216 1.339 -0.025
S 2.837 1.328 -0.018
N 3.006 -0.360 0.082
N 1.990 -1.210 -0.106
O 2.266 -2.378 -0.035
H -1.837 1.042 0.469
H -1.165 -0.592 0.387
H -1.542 0.284 -1.120
H 3.951 -0.714 0.285
```

Output
Kohn-Sham gap (eV): 8.85
Charge: +1
HOMO energy (Eh): -0.516

---

[5]
This record from the Open Molecules 2025 dataset describes the ion C18H28NO2 with charge +1 in a non-equilibrium geometry. The level of theory is ωB97M-V with the def2-TZVPD basis set.

XYZ file:
```
49
C18H28NO2 ωB97M-V with the def2-TZVPD basis set
C 2.266 -3.440 1.143
C 1.412 -2.278 0.471
C 0.802 -1.494 1.625
C -0.340 -1.993 2.283
C -0.944 -1.314 3.465
C -0.330 -0.092 3.946
C 0.799 0.456 3.276
C 1.354 -0.306 2.308
C 2.232 -1.536 -0.573
O 2.076 -2.360 -1.748
C 1.819 -1.440 -2.807
C 1.377 -0.091 -2.127
C -0.118 0.012 -2.265
N -0.740 1.153 -1.479
C -0.194 2.409 -2.011
C -2.218 0.992 -1.740
C -3.092 2.072 -0.989
C -2.662 2.205 0.518
C -1.168 2.293 0.692
C -0.411 1.201 -0.069
O 1.969 -0.125 -0.830
H 3.064 -3.271 1.847
H 1.424 -4.002 1.680
H 2.755 -4.075 0.375
H 0.607 -2.999 0.029
H -0.838 -3.016 2.099
H -1.822 -1.667 4.079
H -0.590 0.434 4.812
H 1.351 1.217 3.702
H 2.213 0.125 1.791
H 3.248 -1.597 -0.141
H 1.035 -1.924 -3.483
H 2.832 -1.338 -3.335
H 1.766 0.782 -2.778
H -0.630 -0.904 -2.026
H -0.255 0.121 -3.336
H -0.115 2.358 -3.103
H 0.821 2.526 -1.560
H -0.685 3.271 -1.702
H -2.330 1.080 -2.740
H -2.599 0.002 -1.431
H -4.109 1.774 -0.965
H -3.122 3.078 -1.467
H -3.021 3.202 0.960
H -3.105 1.382 1.257
H -0.895 2.277 1.728
H -0.879 3.298 0.272
H 0.661 1.269 0.015
H -0.672 0.276 0.331
```

Output
Kohn-Sham gap (eV): 9.16
Charge: +1
HOMO energy (Eh): -0.423

---

[6]
This record from the Open Molecules 2025 dataset describes a cluster of 2 separate species, C14H15BO4 in total in a non-equilibrium geometry. The level of theory is ωB97M-V with the def2-TZVPD basis set.

XYZ file:
```
34
C14H15BO4 ωB97M-V with the def2-TZVPD basis set
O 0.670 -0.339 -0.742
C 0.728 0.746 -1.290
C 1.949 1.255 -1.904
C 1.962 2.463 -2.480
O 3.060 2.964 -3.056
C 0.740 3.330 -2.514
O 0.816 4.427 -3.036
C -0.485 2.813 -1.921
C -0.502 1.602 -1.346
O -1.608 1.100 -0.797
H 2.825 0.622 -1.873
H 2.802 3.844 -3.392
H -1.364 3.441 -1.967
H -1.368 0.217 -0.444
C 2.692 -1.982 0.621
C 1.599 -1.728 1.740
B 0.275 -2.591 1.507
C -1.110 -1.809 1.429
C -1.284 -0.704 2.311
C -2.437 0.097 2.334
C -3.491 -0.243 1.442
C -3.344 -1.342 0.586
C -2.169 -2.134 0.544
H 3.436 -2.701 1.002
H 3.235 -1.026 0.472
H 2.275 -2.252 -0.360
H 1.392 -0.642 1.737
H 1.986 -1.972 2.755
H 0.299 -3.778 1.435
H -0.460 -0.441 2.989
H -2.505 0.955 3.016
H -4.390 0.385 1.461
H -4.159 -1.605 -0.102
H -2.066 -2.973 -0.156
```

Output
Kohn-Sham gap (eV): 7.87
Charge: 0
HOMO energy (Eh): -0.342

---

Calculated total energy in eV, matching the order above: -51825.1377, -145325.0183, -98727.2339, -19480.0381, -24695.9266, -23626.5527